# 1
The following is a DFT calculation (ωB97M-V with the def2-TZVPD basis set) of a single C2H6N6 molecule at a distorted geometry.

```
14
C2H6N6 (ωB97M-V with the def2-TZVPD basis set)
H -2.74 -0.13 1.19
N -2.67 0.59 0.46
C -1.47 0.69 0.13
N -1.07 1.63 -0.84
N 0.15 1.39 -1.00
N 0.62 0.27 -0.55
C 1.99 0.27 -0.13
N -0.38 -0.12 0.39
N -0.62 -1.45 0.39
H 2.41 1.05 0.51
H 2.30 -0.69 0.34
H 2.44 0.32 -1.10
H 0.18 -1.97 0.59
H -1.15 -1.85 -0.38
```

Output
Multiplicity: 1
Orbital gap in eV: 9.27
SMILES: [H]/N=c1/nnn(C)n1N
Relative energy (zero: lowest compared OMol25 entry of this formula, charge and spin) in kJ/mol: 236.2

# 2
The following is a DFT calculation (ωB97M-V with the def2-TZVPD basis set) of a single C3H5N3 molecule at a distorted geometry.

```
11
C3H5N3 (ωB97M-V with the def2-TZVPD basis set)
C -1.33 -0.18 -0.02
C 0.01 -0.03 0.66
C 0.72 1.14 0.43
N 1.73 0.87 -0.43
N 1.74 -0.41 -0.68
N 0.82 -0.97 0.10
H -0.91 -0.13 -1.05
H -1.81 -1.15 0.09
H -2.03 0.63 0.17
H 0.53 2.15 0.78
H 0.53 -1.92 -0.05
```

Output
Multiplicity: 1
Orbital gap in eV: 9.71
SMILES: Cc1cnn[nH]1
Relative energy (zero: lowest compared OMol25 entry of this formula, charge and spin) in kJ/mol: 272.7

# 3
The following is a DFT calculation (ωB97M-V with the def2-TZVPD basis set) of a gas-phase ion, C4H8NO2 (charge +1) at a distorted geometry.

```
15
C4H8NO2 (ωB97M-V with the def2-TZVPD basis set)
C -1.28 -0.64 -1.93
C -0.39 -0.69 -0.76
O 0.05 -1.90 -0.48
C -0.09 0.37 0.07
C 0.83 0.20 1.17
N 1.12 1.53 2.00
O 1.36 -0.77 1.60
H -2.20 -1.12 -1.66
H -0.88 -1.19 -2.76
H -1.59 0.34 -2.37
H -0.17 -2.55 -1.14
H -0.58 1.26 -0.17
H 0.89 1.21 2.96
H 0.67 2.33 1.54
H 2.25 1.61 1.93
```

Output
Multiplicity: 1
Total charge: +1
Orbital gap in eV: 9.90
SMILES: C/C(O)=C/C([NH3+])=O
Relative energy (zero: lowest compared OMol25 entry of this formula, charge and spin) in kJ/mol: 102.8

# 4
The following is a DFT calculation (ωB97M-V with the def2-TZVPD basis set) of a single C4H8Se molecule at a distorted geometry.

```
13
C4H8Se (ωB97M-V with the def2-TZVPD basis set)
C -1.85 -0.10 -0.65
C -0.21 -0.23 -0.17
C 0.83 0.40 -1.02
C 0.14 -0.77 1.11
Se 0.91 0.66 2.37
H -2.54 -0.66 -0.10
H -2.04 0.20 -1.64
H 1.58 -0.33 -1.12
H 1.31 1.17 -0.50
H 0.42 0.77 -2.06
H 0.91 -1.53 0.88
H -0.62 -1.09 1.67
H 1.15 1.51 1.24
```

Output
Multiplicity: 1
Orbital gap (spin up / spin down) in eV: 8.18 / 8.23
SMILES: C=C(C)C[SeH]
Relative energy (zero: lowest compared OMol25 entry of this formula, charge and spin) in kJ/mol: 303.6

# 5
The following is a DFT calculation (ωB97M-V with the def2-TZVPD basis set) of a single C6H7N3O2 molecule at a distorted geometry.

```
18
C6H7N3O2 (ωB97M-V with the def2-TZVPD basis set)
C -0.01 0.68 -0.11
C 0.10 -0.13 1.21
C -0.49 -1.45 0.75
C -0.53 -0.16 -1.10
C 0.63 2.07 -0.25
C 0.45 2.73 -1.56
N 0.56 0.20 2.36
N -0.74 -1.48 -0.53
N -0.58 -2.49 1.63
O 1.42 2.52 0.55
O -0.55 0.01 -2.30
H 0.24 3.87 -1.52
H -0.38 2.26 -2.19
H 1.31 2.73 -2.32
H 0.54 -0.63 3.06
H -1.24 -2.31 -0.97
H -0.54 -2.05 2.51
H -1.03 -3.35 1.43
```

Output
Multiplicity: 1
Orbital gap (spin up / spin down) in eV: 6.97 / 6.97
Relative energy (zero: lowest compared OMol25 entry of this formula, charge and spin) in kJ/mol: 170.9

# 6
The following is a DFT calculation (ωB97M-V with the def2-TZVPD basis set) of a single C4H9NO2 molecule.

```
16
C4H9NO2 (ωB97M-V with the def2-TZVPD basis set)
C 2.17 -0.23 -1.44
N 0.93 0.18 -0.82
C 0.99 0.65 0.35
O -0.07 1.00 1.09
C -1.38 0.81 0.52
C -1.84 -0.64 0.61
O -1.02 -1.56 -0.04
H 2.23 -1.32 -1.42
H 2.18 0.08 -2.49
H 3.07 0.18 -0.95
H 1.91 0.82 0.92
H -2.04 1.45 1.11
H -1.37 1.16 -0.52
H -1.90 -0.92 1.67
H -2.87 -0.67 0.21
H -0.47 -1.07 -0.67
```

Output
Multiplicity: 1
Orbital gap in eV: 10.63
SMILES: C/N=C/OCCO
Relative energy (zero: lowest compared OMol25 entry of this formula, charge and spin) in kJ/mol: 184.1

# 7
The following is a DFT calculation (ωB97M-V with the def2-TZVPD basis set) of 6 unconnected molecules or ions with the total composition C27H65F3N3O10S at a distorted geometry.

```
109
C27H65F3N3O10S (ωB97M-V with the def2-TZVPD basis set)
C 5.26 -0.76 -8.10
C 4.02 0.13 -7.40
S 4.18 1.96 -7.76
C 2.47 2.73 -8.12
N 1.46 1.68 -8.48
C 0.23 1.65 -7.61
N 0.05 2.21 -6.38
N -0.96 0.84 -8.16
C -0.60 -0.61 -8.35
C -1.00 -1.60 -7.10
C -0.06 -1.39 -5.75
F -0.60 -0.34 -4.84
F 1.35 -1.06 -6.04
F -0.06 -2.70 -5.02
H 4.87 -1.88 -8.14
H 6.24 -0.75 -7.45
H 5.44 -0.43 -9.22
H 3.03 -0.35 -7.84
H 3.99 -0.06 -6.22
H 2.65 3.38 -9.10
H 2.16 3.49 -7.29
H 1.18 1.72 -9.51
H -0.94 2.44 -6.07
H 0.81 2.50 -5.71
H -1.17 1.26 -9.10
H 0.54 -0.79 -8.66
H -1.22 -0.99 -9.29
H -0.80 -2.71 -7.47
H -2.11 -1.54 -6.76
C -0.66 1.34 -2.34
O -1.80 2.19 -2.35
C -3.01 1.50 -2.02
C -3.39 1.72 -0.55
O -2.43 1.14 0.33
C -1.51 2.10 0.84
H 0.23 1.96 -2.29
H -0.66 0.66 -1.48
H -0.63 0.75 -3.27
H -2.92 0.43 -2.25
H -3.80 1.91 -2.66
H -4.35 1.21 -0.37
H -3.53 2.78 -0.33
H -1.98 2.66 1.65
H -1.17 2.80 0.06
H -0.64 1.57 1.23
C 3.71 -0.99 1.65
O 2.57 -0.13 1.64
C 1.36 -0.82 1.97
C 0.98 -0.61 3.44
O 1.94 -1.19 4.32
C 2.86 -0.22 4.82
H 4.60 -0.36 1.70
H 3.71 -1.66 2.51
H 3.74 -1.57 0.72
H 1.45 -1.89 1.74
H 0.57 -0.41 1.33
H 0.02 -1.12 3.62
H 0.84 0.46 3.66
H 2.39 0.34 5.64
H 3.20 0.47 4.05
H 3.73 -0.76 5.22
C -5.65 -1.50 4.09
O -5.27 -1.31 5.45
C -4.12 -2.09 5.81
C -2.84 -1.24 5.78
O -2.54 -0.79 4.45
C -2.97 0.54 4.22
H -6.31 -0.67 3.81
H -4.79 -1.51 3.42
H -6.20 -2.44 4.00
H -4.03 -2.96 5.16
H -4.28 -2.44 6.83
H -2.00 -1.87 6.10
H -2.91 -0.39 6.47
H -2.24 1.24 4.66
H -3.96 0.74 4.63
H -3.00 0.71 3.14
C 4.27 4.43 7.49
O 5.23 3.58 8.11
C 5.05 2.21 7.75
C 6.02 1.78 6.65
O 5.76 2.47 5.42
C 6.64 3.58 5.23
H 4.65 5.46 7.54
H 4.11 4.18 6.44
H 3.33 4.38 8.03
H 4.01 2.02 7.46
H 5.26 1.62 8.65
H 5.87 0.71 6.45
H 7.06 1.92 6.96
H 7.60 3.22 4.86
H 6.78 4.16 6.14
H 6.19 4.23 4.47
C -3.80 -5.42 0.45
O -3.99 -4.83 -0.83
C -5.30 -4.28 -1.00
C -5.31 -2.76 -0.78
O -4.98 -2.43 0.58
C -3.61 -2.05 0.73
H -2.73 -5.52 0.63
H -4.22 -4.80 1.25
H -4.26 -6.41 0.47
H -6.01 -4.78 -0.33
H -5.60 -4.49 -2.03
H -6.32 -2.39 -0.96
H -4.63 -2.26 -1.47
H -3.48 -1.02 0.40
H -2.94 -2.70 0.17
H -3.36 -2.12 1.79
```

Output
Multiplicity: 1
Total charge: +1
Orbital gap in eV: 5.66

# 8
The following is a DFT calculation (ωB97M-V with the def2-TZVPD basis set) of a gas-phase ion, C3H3N2S2 (charge -1) at a distorted geometry.

```
10
C3H3N2S2 (ωB97M-V with the def2-TZVPD basis set)
C 0.55 3.07 1.52
C 0.21 0.66 0.93
C -0.27 -0.46 0.40
N 0.20 1.89 1.02
N -0.96 -1.42 0.85
S 0.70 -0.84 -1.47
S -0.43 3.82 2.63
H 1.50 3.67 1.17
H -1.41 -1.91 0.06
H -0.12 -1.71 -2.09
```

Output
Multiplicity: 1
Total charge: -1
Orbital gap (spin up / spin down) in eV: 6.26 / 6.26
Relative energy (zero: lowest compared OMol25 entry of this formula, charge and spin) in kJ/mol: 261.2

# 9
The following is a DFT calculation (ωB97M-V with the def2-TZVPD basis set) of 5 unconnected molecules or ions with the total composition C34H51Cl12N5O3S at a distorted geometry.

```
106
C34H51Cl12N5O3S (ωB97M-V with the def2-TZVPD basis set)
C 4.16 -1.01 2.27
C 3.64 -2.33 1.53
C 2.33 -1.93 0.73
C 1.30 -3.15 0.80
C 0.16 -2.88 -0.28
C -1.20 -2.68 0.50
C -2.40 -2.56 -0.55
C -3.06 -1.12 -0.30
C -4.40 -0.94 -1.14
C -5.61 -0.46 -0.24
C -5.25 0.76 0.69
C -5.03 2.03 -0.22
C -4.29 3.21 0.53
C -2.73 3.09 0.41
N -2.26 2.43 -0.68
C -0.87 2.38 -0.75
C -0.28 1.67 -1.93
C -1.19 1.00 -3.02
O -2.17 1.90 -3.56
O -2.73 1.26 -4.65
C 1.15 1.57 -2.14
C 2.04 2.22 -1.10
C 3.59 2.13 -1.39
C 1.47 2.89 0.07
C 2.47 3.51 1.11
C 2.35 2.87 2.55
S 3.88 3.04 3.58
C 5.32 2.59 2.57
N 5.89 3.59 1.86
N 6.93 3.00 1.21
C 6.97 1.69 1.54
O 5.95 1.36 2.44
C -0.02 2.98 0.28
N -0.45 3.63 1.44
C -1.81 3.65 1.45
N -2.44 4.31 2.58
C -2.88 3.33 3.60
C -1.76 2.35 4.13
C -1.77 0.96 3.36
H 4.30 -0.21 1.49
H 3.39 -0.71 3.03
H 5.14 -1.21 2.79
H 4.39 -2.70 0.78
H 3.36 -3.11 2.29
H 1.89 -0.98 1.15
H 2.60 -1.71 -0.33
H 0.91 -3.29 1.84
H 1.86 -4.07 0.45
H -0.01 -3.74 -1.00
H 0.40 -1.92 -0.81
H -1.40 -3.47 1.27
H -1.10 -1.70 1.05
H -3.19 -3.30 -0.25
H -2.06 -2.68 -1.62
H -3.33 -1.13 0.80
H -2.30 -0.32 -0.54
H -4.18 -0.18 -1.96
H -4.68 -1.89 -1.69
H -6.41 -0.10 -0.96
H -6.06 -1.33 0.31
H -4.36 0.59 1.35
H -6.13 1.00 1.37
H -4.55 1.75 -1.19
H -6.06 2.42 -0.48
H -4.56 4.15 -0.05
H -4.65 3.39 1.57
H -1.76 0.11 -2.59
H -0.54 0.62 -3.85
H -3.15 0.42 -4.36
H 1.56 1.05 -3.04
H 3.84 3.05 -2.00
H 4.20 2.07 -0.45
H 3.73 1.21 -2.03
H 3.53 3.50 0.77
H 2.18 4.60 1.21
H 1.56 3.46 3.10
H 1.98 1.80 2.54
H 7.74 1.00 1.10
H -1.77 4.95 3.03
H -3.75 2.70 3.28
H -3.24 3.94 4.49
H -0.74 2.83 4.15
H -2.03 2.11 5.20
H -1.26 0.14 3.94
H -1.26 1.03 2.37
H -2.85 0.65 3.20
Cl -9.16 -0.57 1.83
C -9.14 -2.02 0.82
Cl -8.87 -1.61 -0.87
Cl -7.90 -3.15 1.40
H -10.10 -2.51 0.91
Cl 0.38 -6.12 -2.05
C 2.03 -5.86 -2.61
Cl 2.32 -4.14 -2.90
Cl 3.19 -6.50 -1.44
H 2.17 -6.38 -3.55
Cl 9.21 -1.94 -2.60
C 7.96 -1.12 -1.65
Cl 6.49 -2.10 -1.58
Cl 8.55 -0.76 -0.02
H 7.72 -0.19 -2.15
Cl 3.15 -3.00 -7.45
C 3.86 -4.47 -6.78
Cl 4.75 -4.11 -5.29
Cl 2.61 -5.68 -6.48
H 4.56 -4.87 -7.50
```

Output
Multiplicity: 1
Orbital gap in eV: 8.16
SMILES: CCCCCCCCCCCCCc1nc2c(COO)cc(C)c(CCSc3nnco3)c2nc1NCCC.ClC(Cl)Cl.ClC(Cl)Cl.ClC(Cl)Cl.ClC(Cl)Cl

# 10
The following is a DFT calculation (ωB97M-V with the def2-TZVPD basis set) of 3 unconnected molecules or ions with the total composition C4H12O3 at a distorted geometry.

```
19
C4H12O3 (ωB97M-V with the def2-TZVPD basis set)
C 1.51 -1.57 -0.39
C 0.51 -1.00 0.53
C 0.27 0.28 0.85
C -0.68 0.70 1.94
O 1.25 1.21 0.51
H 1.68 -2.64 -0.33
H 1.41 -1.32 -1.45
H 2.47 -1.10 -0.13
H -0.25 -1.66 0.94
H -0.96 1.76 1.82
H -1.58 0.10 1.82
H -0.19 0.76 2.91
H 1.28 1.88 1.19
O -0.20 0.60 -2.49
H 0.47 0.81 -1.86
H 0.17 -0.12 -2.98
O -2.37 -0.42 -0.32
H -1.59 -0.83 -0.69
H -2.12 0.52 -0.34
```

Output
Multiplicity: 1
Orbital gap in eV: 9.32
SMILES: C/C=C(/C)O.O.O
Relative energy (zero: lowest compared OMol25 entry of this formula, charge and spin) in kJ/mol: 101.5

# 11
The following is a DFT calculation (ωB97M-V with the def2-TZVPD basis set) of 2 unconnected molecules or ions with the total composition C62H78N5O2 at a distorted geometry.

```
147
C62H78N5O2 (ωB97M-V with the def2-TZVPD basis set)
C 4.44 -1.46 -3.68
C 5.35 -0.54 -2.86
C 6.41 -1.37 -2.12
C 4.53 0.35 -1.94
C 4.23 -0.01 -0.62
C 3.30 0.71 0.13
C 2.79 0.20 1.47
C 3.65 -0.89 2.10
C 1.32 -0.21 1.41
C 2.78 1.93 -0.40
C 1.91 2.79 0.41
N 2.40 3.61 1.41
C 3.58 3.36 2.21
C 3.43 2.83 3.50
C 2.04 2.63 4.12
C 1.62 3.89 4.86
C 1.93 1.37 4.98
C 4.58 2.47 4.21
C 5.83 2.57 3.61
C 5.97 3.13 2.34
C 4.85 3.60 1.65
C 4.96 4.45 0.39
C 6.30 4.29 -0.32
C 4.66 5.92 0.66
N 1.43 4.42 1.89
N 0.32 4.13 1.16
C -0.88 4.88 1.43
C -1.92 4.25 2.14
C -1.77 2.88 2.81
C -2.79 1.90 2.26
C -1.89 2.97 4.33
C -3.13 4.93 2.34
C -3.23 6.28 2.01
C -2.13 6.94 1.47
C -0.95 6.26 1.16
C 0.22 7.12 0.65
C 0.96 6.55 -0.56
C 1.19 7.45 1.79
C 0.55 3.02 0.30
C -0.38 2.30 -0.46
C 3.14 2.34 -1.72
C 2.59 3.61 -2.35
C 1.48 3.29 -3.37
C 3.66 4.48 -3.01
C 4.00 1.52 -2.46
H 3.69 -0.89 -4.23
H 5.02 -2.05 -4.39
H 3.91 -2.16 -3.01
H 5.87 0.13 -3.56
H 7.01 -0.73 -1.46
H 5.93 -2.15 -1.52
H 7.08 -1.84 -2.84
H 4.68 -0.91 -0.20
H 2.84 1.07 2.14
H 4.68 -0.54 2.22
H 3.26 -1.15 3.10
H 3.63 -1.80 1.48
H 0.71 0.63 1.05
H 1.17 -1.04 0.71
H 0.94 -0.50 2.40
H 1.34 2.50 3.28
H 1.46 4.68 4.12
H 0.69 3.73 5.42
H 2.41 4.21 5.55
H 2.28 0.49 4.43
H 2.52 1.47 5.90
H 0.88 1.21 5.25
H 4.49 2.10 5.23
H 6.72 2.23 4.15
H 6.96 3.22 1.89
H 4.17 4.08 -0.29
H 6.50 3.23 -0.54
H 6.32 4.86 -1.26
H 7.11 4.67 0.33
H 3.69 6.05 1.16
H 5.43 6.35 1.31
H 4.64 6.49 -0.28
H -0.76 2.53 2.56
H -2.67 1.79 1.18
H -2.65 0.91 2.72
H -3.81 2.24 2.46
H -1.28 3.78 4.73
H -2.94 3.16 4.61
H -1.58 2.03 4.80
H -3.96 4.40 2.80
H -4.16 6.82 2.19
H -2.19 8.02 1.29
H -0.24 8.06 0.33
H 0.27 6.28 -1.36
H 1.67 7.30 -0.95
H 1.53 5.67 -0.27
H 0.66 7.96 2.60
H 1.61 6.52 2.18
H 2.01 8.09 1.44
H -1.37 2.71 -0.58
H 0.04 1.52 -1.09
H 2.14 4.20 -1.54
H 0.65 2.75 -2.89
H 1.08 4.22 -3.79
H 1.87 2.67 -4.18
H 4.46 4.74 -2.30
H 4.12 3.96 -3.87
H 3.22 5.41 -3.37
H 4.25 1.81 -3.49
C 3.36 -1.51 -9.13
O 2.43 -0.43 -9.38
C 1.24 -0.43 -8.72
C 0.22 0.41 -9.24
C -1.05 0.40 -8.67
C -1.28 -0.33 -7.51
N -2.57 -0.33 -6.95
C -2.86 -0.57 -5.63
C -2.03 -0.07 -4.52
C -2.15 -0.80 -3.26
C -1.96 -0.23 -2.03
C -2.36 -0.98 -0.85
C -1.85 -0.66 0.43
C -2.17 -1.41 1.55
C -3.06 -2.49 1.43
C -3.61 -2.81 0.18
C -3.27 -2.07 -0.94
O -1.33 0.95 -4.65
N -4.20 -0.70 -5.55
C -4.98 -1.02 -4.37
C -4.77 -0.62 -6.82
C -3.76 -0.36 -7.69
C -0.28 -1.15 -6.97
C 0.96 -1.24 -7.59
H 4.22 -1.26 -9.76
H 3.68 -1.55 -8.07
H 2.94 -2.48 -9.43
H 0.43 1.04 -10.10
H -1.85 1.00 -9.11
H -2.39 -1.86 -3.37
H -1.54 0.77 -1.92
H -1.19 0.21 0.49
H -1.75 -1.15 2.52
H -3.32 -3.09 2.31
H -4.31 -3.64 0.07
H -3.70 -2.33 -1.92
H -6.03 -0.80 -4.58
H -4.89 -2.08 -4.12
H -4.65 -0.42 -3.51
H -5.82 -0.75 -6.98
H -3.78 -0.19 -8.75
H -0.47 -1.75 -6.08
H 1.71 -1.93 -7.20
```

Output
Multiplicity: 1
Total charge: +1
Orbital gap in eV: 4.15